The following is a DFT calculation (the ωB97M-V functional and the def2-TZVPD basis) of the molecule C7H7BrO2 at a distorted geometry.

## Properties
- total energy (eV) = -81504.8452
- highest occupied orbital energy (spin up / spin down) (hartree) = -0.2695 / -0.2749
- total charge = 0
- spin multiplicity = 1
- energy above the lowest of the compared OMol25 structures with the same formula, charge and spin (eV) = 4.275
- frontier orbital gap (spin up / spin down) (eV) = 7.91 / 6.72

Last column: Mulliken charge in e.
Element x y z (Å)
C1 -1.304 -2.513 -0.687  -0.29
C2 -0.916 -1.365 -1.425  -0.71
C3 -1.443 -2.074 0.628  -0.41
C4 -0.699 -0.313 -0.556  0.42
C5 -0.144 1.880 0.666  -0.11
C6 2.069 1.374 0.245  -0.36
C7 -0.157 0.966 -0.567  -0.01
O1 -1.061 -0.702 0.715  -0.30
O2 1.148 1.710 1.224  -0.31
Br1 0.117 1.652 -2.278  -0.13
H1 -1.513 -3.460 -1.202  0.37
H2 -0.609 -1.388 -2.432  0.42
H3 -1.754 -2.620 1.629  0.31
H4 -0.342 3.027 0.521  0.23
H5 -0.865 1.344 1.373  0.32
H6 2.920 0.839 0.636  0.34
H7 2.015 1.961 -0.701  0.20